69
Properties=species:S:1:pos:R:3:mulliken_charge:R:1 method="wB97M-V/def2-TZVPD" e_tot_ha=-2008.23397 multiplicity=1 e_lumo_ha=0.013 smiles="CCc1cccc(CC)c1NC(=O)COC(=O)C[C@@H]1c2ccccc2CCN1S(=O)(=O)c1ccccc1" e_above_lowest_ev=0.110 gap_ev=9.082
C 1.53 -4.08 -0.81 -1.34
H 1.33 -5.10 -1.12 0.40
H 2.17 -3.62 -1.56 0.26
H 2.07 -4.10 0.14 0.40
C 0.22 -3.30 -0.67 0.54
C -0.48 -3.23 -2.00 0.48
C -1.31 -4.27 -2.40 -0.81
C -1.93 -4.24 -3.64 -0.86
C -1.73 -3.16 -4.48 -0.62
C -0.91 -2.10 -4.10 0.26
C -0.28 -2.15 -2.86 0.15
N 0.55 -1.07 -2.44 1.16
C 1.87 -1.04 -2.63 0.78
O 2.50 -1.83 -3.30 -0.65
C 2.54 0.13 -1.90 -1.38
H 3.62 0.11 -2.07 0.56
H 2.14 1.09 -2.23 0.33
O 2.27 -0.02 -0.51 -0.03
C 3.08 0.61 0.34 0.37
O 4.03 1.27 0.02 -0.63
C 2.60 0.43 1.77 -0.66
H 3.40 0.72 2.45 0.62
H 2.33 -0.61 1.94 0.34
C 1.36 1.33 1.97 -0.71
N 0.28 0.83 1.17 0.53
S -0.33 1.76 -0.05 1.81
O -0.97 0.86 -0.98 -1.11
O 0.73 2.59 -0.53 -0.77
C -1.59 2.77 0.72 -0.20
C -2.92 2.44 0.55 -0.20
C -3.89 3.19 1.20 -0.69
C -3.51 4.24 2.01 -0.43
C -2.18 4.57 2.17 -0.84
C -1.20 3.83 1.52 -0.26
H -0.16 4.07 1.62 0.45
H -1.89 5.40 2.81 0.43
H -4.27 4.82 2.52 0.41
H -4.93 2.94 1.07 0.42
H -3.17 1.62 -0.10 0.48
C -0.55 -0.19 1.75 -1.10
C -1.21 0.32 3.04 -0.81
C -0.20 0.98 3.93 0.84
C -0.49 1.14 5.29 -0.94
C 0.40 1.77 6.13 -0.61
C 1.59 2.27 5.63 -0.89
C 1.88 2.12 4.29 -0.66
C 1.00 1.47 3.43 0.01
H 2.80 2.52 3.89 0.51
H 2.29 2.77 6.28 0.43
H 0.17 1.88 7.18 0.40
H -1.42 0.75 5.67 0.47
H -1.99 1.04 2.79 0.23
H -1.69 -0.52 3.56 0.59
H 0.07 -1.06 1.98 0.46
H -1.29 -0.46 1.00 0.35
H 1.62 2.32 1.57 0.89
H 0.10 -0.35 -1.88 0.19
C -0.67 -0.96 -5.04 -0.79
H -1.57 -0.78 -5.63 0.56
C 0.50 -1.27 -5.98 -1.12
H 0.70 -0.43 -6.63 0.38
H 1.39 -1.50 -5.41 0.27
H 0.26 -2.14 -6.60 0.33
H -0.45 -0.05 -4.48 0.09
H -2.22 -3.13 -5.45 0.45
H -2.57 -5.05 -3.95 0.41
H -1.46 -5.11 -1.74 0.47
H -0.42 -3.80 0.06 0.64
H 0.44 -2.29 -0.31 -1.02

---

14
Properties=species:S:1:pos:R:3:mulliken_charge:R:1 method="wB97M-V/def2-TZVPD" e_tot_ha=-953.53178 multiplicity=1 e_lumo_ha=0.031 smiles="C=CSCCS" e_above_lowest_ev=1.493 gap_ev=9.402
C 1.51 -0.45 -1.29 -0.72
C 0.73 0.10 -0.10 -0.65
C -1.65 0.46 1.13 -0.16
C -2.18 0.07 2.32 -0.57
H 1.83 -0.54 -3.64 0.12
H 1.46 -1.53 -1.40 0.39
H 2.58 -0.24 -1.17 0.39
H 1.21 -0.19 0.81 0.35
H 0.83 1.21 -0.22 0.35
H -1.67 1.60 0.94 0.26
H -2.37 0.79 3.08 0.26
H -2.32 -0.96 2.55 0.26
S 1.03 0.26 -2.91 -0.19
S -0.98 -0.58 -0.12 -0.09